Here is 14 unconnected molecules or ions with the total composition C14H56N8O14 at a distorted geometry from the OMol25 dataset. Energies are from wB97M-V/def2-TZVPD.

Summary:
E = -2058.33615 Eh
LUMO energy = -0.07 eV
Charge = 0
Energy above the lowest of the compared OMol25 structures with the same formula, charge and spin = 72.27 kcal/mol
Spin multiplicity = 1

Atoms and positions in Å:
C -8.40797 -10.29800 -10.08989
O -9.21436 -11.41633 -10.28010
H -7.71850 -10.09982 -10.91055
H -9.06450 -9.43338 -9.99238
H -7.83374 -10.34281 -9.16451
H -9.87000 -11.37366 -10.98003
C -7.54655 -14.49780 -8.35533
O -7.18991 -13.33871 -9.16102
H -6.64725 -14.90649 -7.89454
H -8.25727 -14.17754 -7.59348
H -7.85230 -15.34053 -8.97535
H -7.99134 -12.88272 -9.42822
C -6.49623 -7.66240 -9.50150
O -5.73696 -6.47267 -9.21926
H -7.52637 -7.36400 -9.69611
H -6.24473 -8.09088 -10.47169
H -6.39945 -8.42083 -8.72464
H -4.85157 -6.75449 -8.97792
C -8.10960 -6.20135 -6.75238
O -8.12287 -7.08720 -5.65861
H -8.73231 -6.62126 -7.54232
H -8.36029 -5.19290 -6.42328
H -7.09320 -6.08779 -7.12938
H -7.86237 -7.94269 -6.00771
C -4.96752 -5.69975 -4.54330
O -5.85401 -6.60205 -4.03968
H -5.26542 -5.49066 -5.57075
H -5.02057 -4.70404 -4.10302
H -3.95540 -6.10434 -4.54626
H -6.78229 -6.48948 -4.25699
C -2.36891 -8.60052 -4.83795
O -1.03155 -8.17149 -5.15717
H -3.16359 -8.16831 -5.44603
H -2.39283 -9.59812 -5.27649
H -2.66995 -8.66352 -3.79224
H -0.36230 -8.73825 -4.76667
C -3.80750 -14.31324 -8.06669
O -3.47849 -13.85792 -6.78350
H -2.97797 -14.08111 -8.73459
H -3.95626 -15.39304 -8.06770
H -4.73523 -13.84360 -8.39360
H -3.44990 -12.90389 -6.88652
C -11.38670 -8.91757 -5.19265
O -12.49751 -9.32105 -5.84634
H -10.48746 -9.04292 -5.79578
H -11.45010 -7.89495 -4.82075
H -11.11988 -9.48490 -4.30100
H -12.53751 -8.74545 -6.61360
C -8.75472 -12.78891 -4.16283
O -8.30402 -13.85749 -3.41843
H -9.31351 -12.05927 -3.57676
H -7.86378 -12.26419 -4.50780
H -9.36458 -13.05923 -5.02486
H -7.68016 -13.70811 -2.70423
C -5.83124 -9.16103 -1.83230
O -6.12613 -7.80239 -1.66682
H -5.31477 -9.50000 -0.93427
H -6.79429 -9.66817 -1.89119
H -5.19035 -9.39439 -2.68253
H -5.80160 -7.33189 -2.43812
C -3.02667 -10.64883 -8.14899
O -3.28608 -10.97503 -7.01124
N -2.34502 -11.28736 -9.06728
N -3.54853 -9.57162 -8.63811
H -1.86119 -12.13319 -8.80159
H -2.24141 -10.81714 -9.95512
H -3.59090 -9.54924 -9.64697
H -3.99130 -8.93681 -7.98921
C -5.82173 -15.97439 -4.82722
O -6.71000 -16.34586 -4.08596
N -4.99024 -16.71889 -5.50497
N -5.73528 -14.72077 -5.06237
H -4.84882 -17.71332 -5.39916
H -4.29775 -16.27506 -6.09112
H -5.19830 -14.39933 -5.85511
H -6.40014 -14.14659 -4.56402
C -4.05755 -12.19274 -3.46492
O -4.80831 -11.77204 -4.31349
N -4.47871 -12.55855 -2.29393
N -2.78368 -12.38004 -3.74503
H -5.45466 -12.70940 -2.08212
H -3.79722 -13.01389 -1.70374
H -2.25853 -12.94878 -3.09630
H -2.42790 -12.02578 -4.62140
C -6.89608 -10.05258 -6.38081
O -7.88891 -9.46448 -6.84830
N -6.04307 -9.46110 -5.62909
N -6.74345 -11.36813 -6.45936
H -6.07773 -8.46167 -5.48758
H -5.28361 -10.04343 -5.30625
H -5.84245 -11.74904 -6.20797
H -7.35385 -11.90767 -7.05637

Forces on atoms 1 to 3 (eV/Å):
-0.3 1.5 -0.3
0.1 -1.9 0.6
0.1 -0.2 -0.2